# 1
AlB4H16 | the ωB97M-V functional and the def2-TZVPD basis

Structure (ORCA input):
```
! RIJCOSX wB97M-V def2-TZVPD def2/J DEFGRID3
* xyz -1 1
Al -1.233 0.691 -1.740
B 0.079 -0.416 2.685
B 2.989 -0.477 -2.035
B -2.407 3.859 0.175
B -0.401 -3.040 -0.444
H -3.256 3.194 0.197
H -2.719 4.798 0.606
H -1.624 3.395 0.755
H 3.126 -1.547 -2.047
H -0.432 -1.303 3.025
H -0.514 0.006 1.889
H 0.407 -2.344 -0.283
H 2.379 -0.325 -2.912
H -1.268 -2.860 0.172
H 3.943 0.024 -1.982
H 1.041 -0.776 2.354
H 2.365 -0.260 -1.182
H -0.052 -4.055 -0.331
H -2.134 3.931 -0.866
H 0.287 0.316 3.450
H -0.575 -2.812 -1.484
*
```

Values from the calculation:
Orbital gap ... 2.225 eV
DFT total energy ... -9543.1626 eV
Energy above the lowest of the compared OMol25 structures with the same formula, charge and spin ... 209.0 kcal per mole
HOMO ... -0.2228 hartree

natural (NBO) population analysis, charges in e, atoms 1 to 5: number 1, Al, carries 0.969; number 2, B, carries -0.522; number 3, B, carries -0.632; number 4, B, carries -0.830; number 5, B, carries -0.589

---

# 2
C6H12N2Si | the ωB97M-V functional and the def2-TZVPD basis

Structure (ORCA input):
```
! RIJCOSX wB97M-V def2-TZVPD def2/J DEFGRID3
* xyz 0 1
Si 0.166 -0.040 0.156
N 3.777 1.723 -0.316
N 4.913 -0.328 -1.008
C -1.300 1.309 -0.339
C 4.402 0.663 -0.700
C 2.089 -0.187 2.472
C 0.931 -0.486 -1.501
C -0.858 -1.645 0.476
C 1.346 0.023 1.539
H 0.783 0.268 -2.275
H 0.387 -1.447 -1.727
H -0.475 -2.508 0.051
H 2.542 -0.307 3.392
H 4.043 2.250 0.645
H -1.283 -1.905 1.546
H 2.002 -0.709 -1.588
H -1.513 2.134 0.367
H 2.815 1.737 -0.474
H -1.720 -1.275 0.007
H -1.139 1.628 -1.347
H -2.264 0.910 -0.353
*
```

Values from the calculation:
Orbital gap ... 10.379 eV
DFT total energy ... -17271.3599 eV
Energy above the lowest of the compared OMol25 structures with the same formula, charge and spin ... 104.0 kcal per mole
SMILES ... C#C[Si](C)(C)C.N#CN
HOMO ... -0.3641 hartree

natural (NBO) population analysis, charges in e, atoms 1 to 5: number 1, Si, carries 1.500; number 2, N, carries -0.847; number 3, N, carries -0.392; number 4, C, carries -1.019; number 5, C, carries 0.411

---

# 3
C69H161N11O11 | the ωB97M-V functional and the def2-TZVPD basis

Structure (ORCA input):
```
! RIJCOSX wB97M-V def2-TZVPD def2/J DEFGRID3
* xyz 0 1
O 2.512 -0.471 6.501
O -3.301 3.527 -1.010
O 4.162 -0.813 0.391
O -5.080 -1.017 1.266
O 2.840 6.002 2.456
O 1.474 -1.147 -0.444
O -2.686 0.798 7.436
O 0.114 2.560 -4.326
O -1.545 -3.202 -5.033
O 1.087 -5.591 -1.755
O 2.304 -3.986 7.244
N -6.065 0.975 -1.625
N 3.044 0.600 3.019
N 5.143 3.452 1.147
N -2.934 -3.229 -5.455
N -0.022 -4.405 5.712
N 0.871 3.076 -5.377
N 0.572 -2.266 -3.089
N -3.467 1.410 6.438
N 4.773 -1.817 -0.349
N -4.764 5.508 0.877
N 0.755 -0.201 0.328
C 1.465 3.231 -8.167
C -4.976 -2.358 1.604
C 1.193 -3.607 -3.042
C -5.809 -3.135 -5.145
C 2.707 -3.522 -3.026
C 3.340 -3.295 7.850
C -3.320 5.443 0.413
C -3.572 3.026 -2.251
C -0.049 3.790 -6.148
C -1.338 1.955 5.032
C -3.022 -0.651 4.861
C 2.485 0.416 5.395
C -5.041 -4.410 -5.384
C -2.443 4.716 1.404
C 5.990 -3.809 -0.394
C 0.715 -4.174 -1.745
C -3.579 3.130 4.701
C 2.691 1.661 -4.852
C 1.549 6.419 2.091
C 0.267 -2.056 1.909
C 0.466 1.104 -0.336
C 2.494 2.604 -7.151
C 6.620 -0.147 -1.055
C 1.703 2.005 -6.020
C 0.820 0.761 -6.471
C -3.558 -4.510 -3.369
C 2.439 -4.096 5.821
C 6.684 -2.168 1.375
C 1.845 1.694 -0.789
C -5.864 -0.709 0.107
C 6.082 -2.183 -2.390
C 1.375 -6.110 -0.447
C -3.476 -1.370 -3.674
C 3.415 5.046 1.524
C 1.484 -0.261 7.469
C 5.503 -2.739 0.503
C -1.347 -1.539 -0.110
C -2.600 2.444 5.747
C -3.135 4.915 -1.036
C 1.291 -4.970 5.337
C -2.208 3.525 6.820
C -3.514 -1.879 -5.163
C 5.801 5.629 1.977
C 4.456 -0.281 -2.188
C 4.701 -0.343 4.508
C 4.738 4.522 2.005
C 6.809 -3.282 -1.568
C -2.759 -5.595 -5.406
C -0.422 5.008 -5.286
C 4.580 -3.417 1.504
C 1.447 -5.176 3.839
C -4.018 0.346 5.577
C -1.186 -0.006 1.871
C -3.601 -4.380 -4.901
C -0.369 1.034 -1.677
C -4.929 1.042 4.637
C -1.305 2.976 -6.627
C -1.477 1.298 1.236
C 5.495 -1.061 -1.475
C -4.965 -0.524 6.442
C -0.388 -0.964 0.987
C -4.959 -1.983 -5.703
C -2.741 -0.861 -6.011
C -0.144 1.981 0.704
C -4.318 2.173 3.744
C 0.738 4.357 -7.369
C -5.334 0.573 -0.478
C 3.256 -0.242 4.234
C -5.385 1.706 0.545
H 1.035 -5.503 0.339
H -2.512 -5.704 -6.453
H 3.630 -3.771 1.029
H -0.633 2.821 5.032
H -2.214 1.225 0.373
H 4.983 2.492 1.497
H 0.573 2.881 -3.528
H 0.982 -1.617 2.637
H 1.135 0.794 7.401
H -1.106 2.376 -7.504
H -5.498 -1.075 -5.619
H -0.138 1.871 -2.302
H 2.271 -5.808 3.577
H 1.521 -0.094 -6.486
H -1.602 -0.754 -0.824
H -1.968 1.962 1.952
H 5.245 -2.651 -3.000
H -1.454 1.182 -1.433
H -3.824 5.371 -1.796
H 0.457 5.509 -4.916
H 3.040 2.573 -4.360
H -6.455 1.978 0.649
H -5.743 1.521 5.159
H -4.496 -1.150 7.206
H 4.639 4.097 2.976
H -1.428 5.153 1.273
H -3.257 0.072 -5.978
H 1.458 -5.935 5.842
H -5.337 5.546 0.048
H 3.136 -4.438 -3.463
H -4.414 3.556 5.370
H 6.980 0.497 -1.883
H 1.513 6.456 1.061
H -0.389 -4.170 -1.747
H 5.115 -4.285 1.877
H 0.930 -4.132 -3.992
H -3.759 -0.329 -3.599
H 6.325 0.535 -0.301
H 3.192 -0.924 0.307
H -5.724 -1.492 -0.574
H 3.535 -2.412 7.301
H -4.298 -2.886 0.917
H 0.672 -0.937 7.406
H 7.478 -0.655 -0.655
H 3.147 1.875 -7.622
H -3.657 1.751 2.921
H -3.062 3.904 4.161
H 2.116 0.549 2.532
H -2.768 3.125 -2.990
H -5.877 -2.931 -4.040
H 1.437 7.432 2.425
H -4.563 -2.545 2.577
H -3.049 6.542 0.338
H 1.101 -3.615 -0.832
H 3.057 3.360 -6.738
H 2.094 1.343 -1.804
H -1.986 -0.281 4.742
H 1.701 2.787 -0.910
H -3.680 1.964 -2.079
H -5.608 -1.146 5.725
H -0.565 -4.058 4.943
H -6.117 2.004 -1.680
H -4.986 4.611 1.279
H 2.501 -6.092 -0.437
H -2.887 -1.533 5.519
H 7.602 -2.028 0.880
H 5.361 6.546 2.356
H 0.575 -5.717 3.423
H 3.466 1.046 -5.168
H 2.893 -1.201 4.037
H -1.715 4.354 6.225
H 2.956 1.386 5.667
H -4.288 -3.852 -2.852
H 2.126 3.716 -8.980
H 0.742 2.519 -8.595
H -5.152 2.678 3.275
H -2.535 3.680 1.166
H -3.372 -6.413 -5.188
H 3.076 -3.486 -1.991
H -4.280 -1.764 -3.037
H -0.422 3.022 0.359
H 3.481 -0.779 -2.352
H 6.632 5.373 2.648
H -5.757 0.615 -2.493
H -2.131 5.137 -1.423
H -0.808 -2.301 -0.618
H -3.451 -0.958 3.920
H 0.614 2.059 1.562
H 1.868 -0.306 8.496
H -1.044 -3.379 -5.839
H 1.018 -1.729 -3.857
H 2.984 -2.982 8.886
H 5.146 0.610 4.633
H 4.223 0.629 -1.655
H -4.995 1.402 1.489
H 1.417 0.586 5.112
H 1.046 -7.148 -0.469
H 3.397 -4.507 5.629
H 3.460 5.507 0.575
H 6.688 -1.673 -3.124
H 0.081 4.994 -7.984
H -0.345 -2.461 -3.416
H -3.329 0.687 8.172
H 0.214 -3.626 6.187
H 6.199 3.639 1.007
H -1.833 -5.564 -4.900
H -2.573 -4.468 -2.934
H -0.198 0.145 -2.319
H -5.708 0.179 6.970
H 1.468 4.987 -6.832
H 2.108 1.167 -4.095
H 3.011 -2.621 -3.602
H -0.551 -2.374 2.532
H -1.025 4.715 -4.429
H -2.534 -1.631 -3.143
H -4.873 -2.022 -6.769
H -2.981 5.013 2.344
H -1.682 2.527 -5.733
H -3.113 3.792 7.476
H -0.982 1.123 5.609
H -4.294 0.400 -0.745
H -0.592 0.124 2.752
H -4.599 3.393 -2.662
H 4.268 -3.941 8.001
H -4.952 2.689 0.293
H 0.114 0.571 -5.656
H 0.954 -1.361 -1.246
H 0.214 0.935 -7.333
H -5.315 0.303 3.880
H -6.797 -3.113 -5.636
H 6.693 -4.442 0.207
H 2.726 4.237 1.486
H 0.628 -2.936 1.321
H 5.155 -0.895 3.671
H -0.944 5.656 -5.910
H 2.433 -3.144 5.340
H -4.932 -4.645 -6.468
H 4.428 -2.810 2.373
H -2.303 -2.022 0.276
H 3.749 0.305 2.328
H 4.909 -0.953 5.390
H -5.914 -2.845 1.605
H -1.755 -0.684 -5.606
H -6.942 -0.673 0.307
H 2.730 1.483 -0.164
H 1.393 -4.278 3.268
H 7.178 -4.061 -2.169
H -5.615 -5.214 -5.018
H 6.415 -1.166 1.679
H 6.918 -2.853 2.215
H -2.073 -0.435 2.305
H 0.772 5.764 2.533
H 7.676 -3.008 -1.024
H -1.546 1.533 3.983
H -1.399 3.292 7.461
H 5.098 -4.278 -0.723
H 6.126 5.789 0.980
H -2.793 -1.113 -7.032
H -2.081 3.737 -6.849
H -3.822 -5.511 -3.148
H 4.687 0.055 -3.218
*
```

Values from the calculation:
Orbital gap ... 8.744 eV
DFT total energy ... -113064.9917 eV
Energy above the lowest of the compared OMol25 structures with the same formula, charge and spin ... 70.5 kcal per mole
SMILES ... CC1(C)CCCC(C)(C)N1O.CC1(C)CCCC(C)(C)N1O.CC1(C)CCCC(C)(C)N1O.CC1(C)CCCC(C)(C)N1O.CC1(C)CCCC(C)(C)N1O.COC[C@H](C)N.COC[C@H](C)N.COC[C@H](C)N.COC[C@H](C)N.COC[C@H](C)N.COC[C@H](C)N
HOMO ... -0.3078 hartree

Mulliken population analysis, charges in e, atoms 1 to 5: number 1, O, carries -0.231; number 2, O, carries 0.547; number 3, O, carries 1.579; number 4, O, carries 0.279; number 5, O, carries -0.441

---

# 4
C34H44FN4OPdSi2 | the ωB97M-V functional and the def2-TZVPD basis

Structure (ORCA input):
```
! RIJCOSX wB97M-V def2-TZVPD def2/J DEFGRID3
* xyz 1 5
Pd 0.756 -0.265 0.273
Si 3.398 1.941 -0.750
Si 1.587 0.317 3.293
F 2.825 -1.796 -0.509
O 2.006 1.138 -0.613
N 2.315 -0.392 1.836
N -2.378 -1.622 -0.686
N -1.031 0.268 -1.011
N -3.226 0.209 -1.802
C -5.562 0.228 -2.414
C -1.487 2.634 -0.659
C -0.221 1.931 -2.608
C -2.267 -3.740 0.306
C -0.129 3.268 -2.978
C -5.162 0.569 -3.824
C -0.693 4.277 -2.211
C -0.244 -4.344 1.480
C 4.823 -2.607 0.328
C 3.702 -1.841 0.493
C -4.592 0.032 -1.428
C 0.408 0.839 -3.427
C 4.880 0.874 -1.204
C 0.048 1.130 2.613
C -6.295 -0.419 0.217
C -0.305 -2.129 0.487
C 3.867 2.913 0.785
C 5.520 -2.006 2.573
C -6.896 0.107 -2.046
C 4.396 -1.244 2.732
C 5.742 -2.692 1.371
C -2.151 -0.308 -1.139
C -0.917 1.634 -1.436
C -3.651 -4.052 -0.195
C -1.629 -2.467 0.030
C 2.601 1.578 4.197
C 3.255 3.202 -2.135
C 0.354 -3.122 1.200
C 1.134 -1.092 4.417
C 3.414 -1.117 1.694
C -7.268 -0.222 -0.749
C -4.955 -0.276 -0.118
C -1.372 3.961 -1.044
C -1.556 -4.644 1.022
H 0.588 -0.704 5.282
H -8.316 -0.313 -0.492
H -3.944 -5.052 0.114
H 1.066 0.239 -2.800
H -0.451 1.735 3.376
H -1.997 -5.608 1.242
H -4.727 1.571 -3.889
H 2.021 -1.614 4.787
H 3.655 1.304 4.286
H 6.632 -3.295 1.247
H -6.571 -0.655 1.237
H 4.623 0.192 -2.022
H 3.011 3.500 1.135
H -3.299 -1.971 -0.927
H 5.712 1.504 -1.532
H 4.183 2.251 1.596
H -3.011 1.050 -2.320
H 5.237 0.273 -0.361
H 0.305 1.809 1.792
H -3.704 -4.019 -1.288
H 0.496 -1.821 3.908
H -4.395 -3.355 0.205
H 2.552 2.545 3.698
H 0.415 3.522 -3.882
H -6.025 0.545 -4.485
H 4.973 -3.129 -0.607
H 0.997 1.257 -4.241
H -4.196 -0.370 0.651
H -0.347 0.175 -3.861
H 1.349 -2.940 1.583
H 0.289 -5.083 2.066
H -0.692 0.389 2.274
H -0.598 5.309 -2.522
H -1.812 4.741 -0.435
H 4.225 -0.710 3.658
H 6.240 -2.080 3.377
H 4.691 3.600 0.573
H 2.201 1.693 5.210
H -7.660 0.273 -2.796
H -2.013 2.362 0.251
H 2.418 3.880 -1.938
H 3.076 2.689 -3.088
H 4.178 3.785 -2.218
H -4.418 -0.135 -4.203
*
```

Values from the calculation:
Orbital gap (alpha / beta) ... 7.582 / 5.025 eV
DFT total energy ... -65927.5771 eV
<S²> ... 6.07
HOMO (alpha / beta) ... -0.3596 / -0.3933 hartree

Mulliken population analysis, charges in e, atoms 1 to 5: number 1, Pd, carries -0.256; number 2, Si, carries -0.020; number 3, Si, carries -0.035; number 4, F, carries -0.158; number 5, O, carries -0.224